1.
{"formula": "C4H5NO2", "method": "ωB97M-V/def2-TZVPD", "multiplicity": 1, "de_lowest_kcal_mol": 127.7, "charge": 0, "smiles": "CC#C[C@H](O)N=O", "homo_ev": -9.40, "e_lumo_ha": -0.005, "orbital_gap_ev": 9.274, "species": ["C", "C", "C", "C", "O", "N", "O", "H", "H", "H", "H", "H"], "coordinates": [[-2.4239, -0.5409, -0.0073], [-1.0481, -0.1328, 0.0440], [0.0356, 0.2427, 0.3746], [1.4535, 0.4871, 0.3836], [1.9894, 1.4225, -0.6060], [2.0290, -0.8067, 0.5401], [2.9173, -1.1484, -0.2107], [-3.2133, -0.0754, 0.6382], [-2.6170, -0.0792, -0.9978], [-2.3191, -1.6243, -0.0078], [1.6324, 1.0888, 1.2739], [1.5642, 1.1667, -1.4248]], "atomic_forces_ev_per_a": [[-0.3, 0.9, -1.6], [-0.5, 0.7, 2.3], [0.5, 0.1, -1.4], [0.5, 3.6, -0.4], [-0.9, -1.7, 0.8], [2.1, -2.1, -0.1], [-1.3, 0.9, 0.6], [1.3, -0.6, 0.1], [-1.0, -1.1, -0.1], [-1.2, -0.1, -0.2], [0.5, -0.6, 0.6], [0.0, 0.1, -0.6]]}

***

2.
{"formula": "C23H31INO6PSYb", "method": "ωB97M-V/def2-TZVPD", "multiplicity": 1, "charge": 2, "homo_ev": -12.15, "e_lumo_ha": -0.344, "orbital_gap_ev": 2.778, "species": ["C", "C", "O", "C", "O", "C", "C", "C", "C", "C", "C", "C", "C", "C", "C", "C", "O", "C", "C", "O", "C", "C", "C", "I", "C", "P", "S", "C", "O", "N", "C", "C", "O", "H", "H", "H", "H", "H", "H", "H", "H", "H", "H", "H", "H", "H", "H", "H", "H", "H", "H", "H", "H", "H", "H", "H", "H", "H", "H", "H", "H", "H", "H", "H", "Yb"], "coordinates": [[-1.7315, -3.2801, 4.8657], [-0.7540, -2.6445, 3.7564], [-1.2999, -2.7156, 2.3791], [-0.8077, -3.9309, 1.7790], [-1.3928, -4.9960, 2.0876], [0.4377, -3.9901, 0.7443], [0.2985, -2.8406, -0.3726], [1.6661, -2.4391, -1.1099], [1.3968, -1.0787, -1.9087], [1.9881, 0.2762, -1.4109], [2.9258, 0.4768, -0.1402], [2.3951, -0.1992, 1.2120], [0.8341, 0.0378, 1.5130], [0.6496, 1.4110, 2.3816], [0.2490, 2.5678, 1.3305], [-1.0916, 3.2810, 1.9179], [-2.2733, 2.4375, 1.7797], [-2.7400, 2.3766, 0.4429], [-3.9202, 1.3369, 0.1118], [-2.3233, 3.0654, -0.5133], [1.6117, 1.5343, -2.2562], [0.7433, 1.5351, -3.5444], [0.2153, 0.1596, -4.0191], [-0.9640, 0.1417, -5.8661], [0.5197, -1.1641, -3.2098], [-0.1988, -2.7511, -3.9384], [0.7756, -3.1139, -5.6159], [0.5888, 3.0016, -4.1477], [-0.0236, 3.3604, -5.1834], [1.3435, 3.8112, -3.1713], [0.2570, 4.7808, -2.7255], [1.9954, 3.0666, -2.0666], [2.6751, 3.6708, -1.2101], [-2.4180, -4.0548, 4.3868], [-1.0604, -3.7326, 5.6893], [-2.3732, -2.4278, 5.3114], [0.2702, -3.1571, 3.7190], [-0.6029, -1.5224, 3.9875], [1.4525, -3.9369, 1.2624], [0.3179, -5.0090, 0.2127], [-0.4385, -3.2281, -1.1761], [-0.2436, -1.9461, 0.1146], [1.8716, -3.2437, -1.9174], [2.5881, -2.4278, -0.4414], [3.0319, 1.6081, 0.0810], [4.0066, 0.1233, -0.3565], [2.6391, -1.3182, 1.3165], [2.9711, 0.3105, 2.0771], [0.1616, 0.0502, 0.5897], [0.5135, -0.8092, 2.2384], [1.5834, 1.6654, 2.9943], [-0.1906, 1.2286, 3.1618], [1.1287, 3.3002, 1.2502], [-0.0191, 2.1911, 0.2855], [-1.1616, 4.2941, 1.4002], [-0.8858, 3.4302, 3.0420], [-3.4854, 0.5924, -0.6613], [-4.8526, 1.8610, -0.3046], [-4.1249, 0.7291, 1.0693], [-1.5807, -2.5283, -4.3240], [-0.0186, -3.9119, -3.1222], [-0.7968, 4.3537, -2.8417], [0.3643, 5.7300, -3.3766], [0.4378, 5.1361, -1.6454], [-3.1312, -0.5354, 2.0864]], "atomic_forces_ev_per_a": [[0.4, 0.6, -0.4], [0.3, 0.2, 1.3], [0.3, 0.4, -0.2], [-1.1, -5.1, 0.0], [2.1, 4.7, -1.1], [-0.9, 0.5, -0.7], [-0.6, -0.2, 0.2], [-0.8, 0.0, -1.3], [-0.2, 2.2, -1.2], [-1.9, 0.5, -3.0], [0.0, 0.2, 0.0], [0.1, 0.0, 0.3], [0.7, 0.1, 2.2], [-0.5, -0.8, -1.5], [-0.9, 0.2, 1.3], [3.5, 1.4, 0.4], [-0.9, -0.9, -2.5], [0.7, 2.3, -3.1], [1.5, -0.2, 0.3], [-1.4, -2.7, 4.2], [-0.9, -1.5, -1.4], [0.9, -4.0, 1.9], [1.5, 0.5, 2.2], [0.9, 0.0, 1.6], [0.8, 3.9, 1.8], [1.6, 0.4, -2.7], [-0.2, 0.0, 0.8], [0.1, -1.4, -1.4], [2.6, -1.2, 4.7], [-2.4, -0.5, 0.1], [0.5, 2.5, 0.4], [0.4, 0.8, 0.6], [-2.5, -2.5, -2.6], [1.1, 0.9, 0.8], [-1.4, 0.7, -1.3], [1.0, -1.4, -0.5], [-1.5, 0.8, 0.3], [0.0, -1.7, -0.4], [-1.5, 0.0, -0.4], [0.3, 1.6, 1.3], [1.2, 0.6, 1.3], [1.2, -1.1, -0.8], [-0.2, 1.2, 1.4], [-1.4, 0.3, -0.8], [-0.3, -1.8, -0.7], [-1.8, 0.4, 0.2], [-0.4, 1.7, -0.5], [-0.9, -0.9, -1.4], [1.0, 0.0, 1.1], [0.4, 1.1, -1.4], [-1.3, -0.4, -1.0], [1.0, 0.4, -1.2], [-1.6, -0.8, 0.0], [0.7, 0.3, 1.4], [-0.7, -1.5, 0.7], [-0.9, -0.2, -1.8], [-0.8, 1.2, 0.9], [1.4, -0.9, 0.9], [-1.5, 2.0, -1.9], [0.6, 0.0, 1.3], [-0.6, 0.9, 0.4], [1.5, 0.5, 0.2], [-0.4, -1.6, 1.0], [-0.2, -0.8, -1.6], [2.3, -1.5, 1.1]]}

***

3.
{"formula": "C6H10O", "method": "ωB97M-V/def2-TZVPD", "multiplicity": 1, "de_lowest_kcal_mol": 102.2, "charge": 0, "homo_ev": -8.38, "e_lumo_ha": 0.032, "orbital_gap_ev": 9.247, "species": ["C", "C", "C", "C", "C", "C", "O", "H", "H", "H", "H", "H", "H", "H", "H", "H", "H"], "coordinates": [[2.0705, 0.2235, -0.8783], [0.8303, 0.0393, -0.0601], [0.3390, -1.3294, 0.4328], [-1.1190, -0.8956, 0.1371], [-0.6048, 0.4720, -0.4131], [-0.4375, 1.4874, 0.7241], [0.7633, 1.0070, 1.0363], [2.9570, -0.0203, -0.2836], [2.0441, -0.4263, -1.7579], [2.1473, 1.2639, -1.2101], [0.6846, -2.1472, -0.2069], [0.5903, -1.5546, 1.4725], [-1.7914, -0.8314, 0.9971], [-1.6006, -1.4990, -0.6361], [-0.9677, 0.8089, -1.3849], [-3.2984, 1.5565, 1.0099], [-2.6071, 1.8453, 1.0213]], "atomic_forces_ev_per_a": [[0.0, 0.0, 0.0], [0.2, -0.1, -0.2], [0.1, -0.1, 0.0], [-0.2, -0.1, 0.1], [-0.1, 0.2, -0.1], [0.2, -0.2, 0.0], [-0.1, 0.1, 0.1], [-0.1, 0.0, -0.1], [0.0, 0.1, 0.1], [0.0, -0.2, 0.0], [-0.1, 0.1, 0.1], [0.0, 0.0, -0.1], [0.1, 0.0, -0.1], [0.1, 0.1, 0.1], [0.1, 0.0, 0.2], [-0.1, 0.1, 0.0], [-0.2, 0.0, 0.1]]}

***

4.
{"formula": "C4H8NO3", "method": "ωB97M-V/def2-TZVPD", "multiplicity": 2, "de_lowest_kcal_mol": 19.1, "charge": 0, "homo_ev": [-8.92, -8.92], "e_lumo_ha": [0.015, -0.144], "orbital_gap_ev": [9.329, 5.008], "species": ["C", "C", "O", "O", "H", "H", "H", "C", "C", "O", "N", "H", "H", "H", "H", "H"], "coordinates": [[2.6907, 0.9783, 1.4538], [1.1478, 0.8826, 1.2724], [0.7442, 0.2325, 2.3064], [0.5669, 1.3441, 0.3220], [3.2759, 0.1213, 1.1765], [2.9264, 0.9969, 2.5244], [3.0450, 1.8855, 0.8901], [-1.3026, -1.8027, -1.1184], [-1.8984, -0.4894, -1.4181], [-2.8290, -0.3751, -2.2527], [-1.7154, 0.6506, -0.6967], [-2.4119, 1.3025, -1.0343], [-0.8463, 0.8364, -0.1295], [-0.4861, -2.0542, -1.8353], [-2.0087, -2.5935, -1.3668], [-0.8986, -1.9159, -0.0939]], "atomic_forces_ev_per_a": [[0.5, 1.1, 0.6], [1.4, -0.2, -0.4], [-0.5, 0.0, -0.1], [0.6, 0.1, 0.7], [-0.4, -0.7, -0.9], [-0.1, 0.7, -0.2], [-0.5, -0.8, 0.7], [1.8, -1.1, -0.2], [-3.6, 2.0, -1.0], [1.4, -1.3, 0.3], [1.4, -1.3, 0.6], [0.6, 0.5, 0.4], [-1.8, 0.2, -1.0], [-0.2, 0.5, 0.5], [-0.3, 0.2, 0.4], [-0.3, 0.1, -0.5]]}

***

5.
{"formula": "C44H52N2O5PS4Zr", "method": "ωB97M-V/def2-TZVPD", "multiplicity": 1, "de_lowest_kcal_mol": 28.6, "charge": 1, "homo_ev": -10.24, "e_lumo_ha": -0.112, "orbital_gap_ev": 7.193, "species": ["Zr", "S", "C", "C", "C", "C", "C", "C", "S", "C", "C", "C", "C", "C", "C", "C", "S", "C", "C", "C", "C", "C", "C", "S", "N", "H", "H", "H", "H", "H", "H", "H", "H", "H", "H", "H", "H", "H", "H", "H", "O", "C", "O", "C", "C", "C", "C", "C", "C", "N", "O", "O", "H", "H", "H", "H", "O", "P", "C", "C", "C", "C", "C", "C", "C", "C", "C", "C", "C", "C", "C", "C", "C", "C", "C", "C", "H", "H", "H", "H", "H", "H", "H", "H", "H", "H", "H", "H", "H", "H", "H", "H", "H", "H", "H", "H", "H", "H", "H", "H", "H", "H", "H", "H", "H", "H", "H", "H", "H"], "coordinates": [[1.7149, 1.1307, -0.3728], [0.1074, 2.4315, -1.9340], [-0.3336, 1.2757, -3.1625], [-1.4480, 1.5712, -3.9657], [-1.8762, 0.7152, -4.9596], [-1.2004, -0.4768, -5.2068], [-0.0975, -0.7912, -4.4407], [0.3361, 0.0747, -3.4355], [1.7519, -0.4928, -2.5011], [3.1477, 0.1266, -3.4968], [3.6392, 1.5144, -3.1813], [4.7592, 1.9672, -3.8636], [5.2588, 3.2205, -3.5722], [4.5875, 4.0003, -2.6454], [3.4595, 3.4897, -2.0280], [2.6720, 4.3546, -1.0942], [2.3037, 3.5388, 0.5009], [3.9590, 3.1874, 1.0997], [4.4475, 4.1543, 1.9790], [5.7051, 4.0386, 2.5332], [6.4839, 2.9355, 2.2089], [5.9962, 1.9617, 1.3618], [4.7204, 2.0485, 0.7933], [4.2461, 0.6879, -0.2228], [3.0132, 2.2433, -2.2581], [-1.9646, 2.5053, -3.7833], [-2.7460, 0.9747, -5.5489], [-1.5300, -1.1501, -5.9860], [0.4478, -1.7130, -4.6065], [2.8214, 0.0745, -4.5351], [3.9530, -0.5949, -3.3504], [5.2366, 1.3306, -4.5963], [6.1519, 3.5876, -4.0592], [4.9269, 4.9980, -2.4047], [1.6929, 4.5677, -1.5272], [3.1960, 5.2836, -0.8835], [3.8146, 4.9997, 2.2203], [6.0708, 4.7940, 3.2148], [7.4734, 2.8265, 2.6330], [6.5872, 1.0844, 1.1350], [3.5471, 0.5930, 3.0640], [2.7629, 0.1822, 2.2530], [1.9411, 0.9529, 1.5400], [2.5404, -1.3067, 2.0668], [2.2859, -1.8799, 0.8233], [1.9878, -3.2250, 0.7240], [1.9372, -3.9886, 1.8797], [2.2352, -3.4501, 3.1193], [2.5459, -2.1039, 3.2044], [1.5421, -5.3976, 1.7799], [1.7613, -6.1143, 2.7323], [1.0550, -5.7637, 0.7237], [2.3992, -1.3038, -0.0949], [1.8240, -3.7010, -0.2327], [2.2111, -4.0838, 3.9945], [2.7966, -1.6497, 4.1539], [-0.1861, 0.2804, 0.1151], [-1.5720, -0.2490, 0.5570], [-1.8370, 0.2352, 2.3226], [-3.2187, 0.1090, 2.9809], [-3.5497, -1.2863, 3.5035], [-2.4553, -1.8096, 4.4283], [-1.1042, -1.7644, 3.7215], [-0.7662, -0.3515, 3.2496], [-1.5138, -2.0461, 0.1537], [-2.7110, -2.9149, 0.5657], [-2.6979, -4.2164, -0.2366], [-2.9967, -3.9396, -1.7177], [-2.4383, -2.5751, -2.1555], [-1.1936, -2.2131, -1.3497], [-2.8288, 0.6367, -0.4516], [-2.8137, 2.1583, -0.1602], [-3.9624, 2.6276, 0.7325], [-5.3411, 2.2776, 0.1364], [-5.2541, 1.1184, -0.8620], [-4.2577, 0.0681, -0.3766], [-1.6272, 1.3067, 2.1984], [-4.0177, 0.4421, 2.3218], [-3.2038, 0.7980, 3.8318], [-3.6812, -1.9742, 2.6644], [-4.5007, -1.2460, 4.0374], [-2.6807, -2.8327, 4.7352], [-2.4173, -1.1987, 5.3351], [-1.1257, -2.4430, 2.8613], [-0.3186, -2.1149, 4.3917], [0.1947, -0.3360, 2.7502], [-0.6844, 0.3032, 4.1229], [-0.6284, -2.3467, 0.7222], [-3.6541, -2.3931, 0.3764], [-2.6661, -3.1378, 1.6317], [-3.4309, -4.9133, 0.1704], [-1.7218, -4.6907, -0.1291], [-4.0753, -3.9541, -1.8870], [-2.5651, -4.7357, -2.3266], [-3.1899, -1.7973, -2.0087], [-2.2017, -2.5827, -3.2203], [-0.7423, -1.3069, -1.7469], [-0.4585, -3.0151, -1.4629], [-2.4435, 0.4851, -1.4676], [-2.8827, 2.6861, -1.1122], [-1.8600, 2.4565, 0.2724], [-3.8769, 3.7075, 0.8580], [-3.8645, 2.1948, 1.7286], [-5.7719, 3.1482, -0.3603], [-6.0252, 2.0058, 0.9431], [-4.9370, 1.4854, -1.8423], [-6.2379, 0.6666, -0.9919], [-4.3437, -0.8303, -0.9878], [-4.5201, -0.2188, 0.6445]], "atomic_forces_ev_per_a": [[-0.9, 0.5, -1.5], [-0.4, 0.5, 0.0], [0.1, -0.2, -0.1], [0.0, 0.0, 0.1], [0.0, 0.0, 0.0], [0.0, 0.0, -0.1], [0.1, 0.0, 0.0], [0.0, 0.0, 0.0], [0.0, 0.2, -0.5], [0.0, -0.1, 0.3], [-0.1, 0.1, 0.0], [0.0, 0.1, -0.1], [0.0, 0.0, 0.0], [-0.1, 0.0, 0.0], [0.0, 0.1, -0.1], [-0.1, -0.1, 0.3], [0.5, -0.1, -0.6], [0.0, 0.1, 0.2], [-0.1, 0.0, -0.1], [0.0, 0.0, 0.0], [0.0, 0.0, 0.0], [-0.1, 0.0, 0.0], [0.0, 0.2, 0.0], [0.3, -0.4, 0.0], [0.4, 0.1, -0.1], [0.0, 0.0, 0.0], [0.0, 0.0, 0.0], [0.0, 0.0, 0.0], [-0.1, 0.0, 0.0], [0.0, -0.1, 0.0], [0.0, 0.0, 0.0], [0.0, 0.0, 0.0], [0.0, 0.0, 0.0], [0.0, 0.0, 0.0], [0.0, 0.1, 0.0], [0.0, 0.0, 0.0], [0.0, 0.0, 0.0], [0.0, 0.0, 0.0], [0.0, 0.0, 0.0], [0.0, 0.0, 0.0], [-0.3, 0.1, 0.0], [0.3, -0.4, 0.7], [0.1, -0.3, 1.6], [-0.1, 0.2, -0.1], [0.1, 0.0, 0.3], [0.0, -0.2, -0.2], [0.0, 0.5, 0.1], [-0.1, -0.2, 0.0], [0.1, 0.1, 0.0], [0.3, -0.4, -0.3], [-0.2, 0.1, 0.0], [-0.1, 0.1, 0.2], [-0.1, -0.2, 0.2], [-0.1, 0.0, 0.0], [0.0, 0.0, 0.0], [-0.1, 0.0, 0.0], [0.1, -0.3, 0.2], [-0.3, 0.1, -0.3], [0.3, -0.1, -0.3], [-0.2, -0.2, -0.1], [0.0, 0.0, 0.1], [0.0, -0.1, -0.2], [0.0, 0.1, 0.1], [0.0, -0.1, 0.0], [-0.1, 0.5, 0.2], [0.0, -0.2, 0.0], [-0.1, 0.1, -0.1], [0.0, 0.1, 0.1], [0.1, -0.1, 0.1], [-0.1, 0.0, 0.0], [0.2, -0.3, 0.2], [-0.1, 0.0, 0.1], [0.0, 0.0, -0.1], [0.1, 0.0, -0.1], [0.0, 0.0, 0.1], [-0.1, 0.0, -0.1], [0.0, 0.0, 0.1], [0.1, 0.0, 0.2], [0.0, 0.0, 0.0], [-0.1, 0.1, 0.2], [0.0, 0.0, 0.0], [0.0, 0.0, 0.1], [0.0, 0.0, 0.0], [0.1, 0.0, 0.1], [0.1, 0.0, 0.0], [0.2, 0.0, 0.0], [0.0, 0.0, 0.0], [0.0, -0.1, 0.1], [0.0, -0.1, 0.1], [0.0, 0.0, -0.2], [0.0, 0.0, 0.0], [0.1, -0.1, 0.0], [0.0, -0.1, 0.0], [0.0, 0.0, 0.0], [0.1, -0.1, -0.1], [0.0, 0.0, 0.0], [0.0, 0.0, 0.0], [0.1, 0.0, 0.0], [0.0, 0.0, 0.0], [0.1, 0.0, 0.0], [0.1, 0.1, -0.1], [0.0, 0.0, 0.1], [0.0, 0.2, -0.1], [0.0, 0.0, 0.0], [0.0, 0.0, 0.0], [0.0, 0.0, 0.0], [0.0, 0.0, -0.1], [0.0, 0.1, 0.1], [0.0, -0.1, -0.1]]}

***

6.
{"formula": "CHNO3S", "method": "ωB97M-V/def2-TZVPD", "multiplicity": 1, "de_lowest_kcal_mol": 148.9, "charge": 0, "homo_ev": [-9.63, -9.63], "e_lumo_ha": [-0.088, -0.088], "orbital_gap_ev": [7.236, 7.233], "species": ["C", "N", "O", "O", "O", "S", "H"], "coordinates": [[0.4524, -1.4432, -0.2909], [-0.1485, -0.4132, -0.1746], [0.9954, -2.4272, -0.5916], [1.5691, 0.8896, -0.3873], [2.7320, 0.4754, -0.7902], [3.7104, -0.1810, 0.1147], [-0.5883, 0.2487, 0.5630]], "atomic_forces_ev_per_a": [[-1.3, 0.5, 0.2], [-2.4, 0.8, 1.9], [0.5, -0.4, 0.0], [1.6, 1.2, -0.1], [-3.0, 2.1, -2.9], [3.0, -2.0, 2.9], [1.6, -2.2, -2.0]]}